No. 1
ORCA calculation (wB97M-V/def2-TZVPD) on C14H7Cl2F5GaNO4Te as an isolated structure.

Geometry as XYZ:
```
35
Properties=species:S:1:pos:R:3:mulliken_charge:R:1
Ga 0.00 0.00 0.00 1.034
Cl 6.09 3.17 2.08 -0.277
C 4.82 2.12 1.58 0.337
C 5.06 0.77 1.38 -0.756
C 4.02 -0.07 0.97 0.143
Cl 4.46 -1.75 0.76 -0.242
C 2.70 0.39 0.73 -0.027
O 1.73 -0.35 0.35 -0.469
C 2.52 1.77 0.95 1.332
C 1.18 2.38 0.74 -0.029
O 0.20 1.75 0.38 -0.107
C 3.55 2.64 1.36 -1.047
H 6.06 0.37 1.55 0.414
H 1.11 3.46 0.92 0.247
H 3.35 3.69 1.52 0.366
N -7.11 1.21 -1.53 -0.685
C -5.99 1.02 -1.28 0.087
C -4.60 0.79 -0.98 0.613
C -4.00 -0.41 -1.36 -0.712
C -2.65 -0.63 -1.06 -0.462
C -1.91 0.35 -0.40 -0.289
C -2.51 1.55 -0.03 0.265
C -3.86 1.77 -0.32 -0.945
H -4.56 -1.18 -1.88 0.344
H -2.17 -1.56 -1.35 0.363
H -1.93 2.30 0.49 0.220
H -4.32 2.71 -0.02 0.341
F -1.49 -2.71 3.50 -0.534
Te -1.48 -0.79 2.91 1.887
F -1.46 1.12 2.31 -0.601
F 0.28 -0.52 3.84 -0.535
F -2.45 -0.26 4.58 -0.527
F -3.23 -1.07 1.98 -0.538
O -0.50 -1.33 1.22 -0.685
O 0.29 -0.23 -1.58 -0.524
```

HOMO (spin up / spin down) (eV): -2.46 / -1.51
E (eV): -122613.0618
Energy relative to the best compared isomer or geometry (same formula, charge and spin) (kcal/mol): 6.1
Net charge: -2
LUMO level (spin up / spin down) (eV): 3.83 / 3.83
Orbital gap (spin up / spin down) (eV): 6.29 / 5.34

---

No. 2
ORCA calculation (wB97M-V/def2-TZVPD) on C14H8Cl5CoO6Te as an isolated structure.

Geometry as XYZ:
```
35
Properties=species:S:1:pos:R:3:nbo_charge:R:1
Co -0.32 -0.20 -0.53 1.071
Cl 5.59 -0.83 2.26 0.053
C 3.91 -0.55 1.99 -0.094
C 3.07 -0.26 3.07 -0.091
Cl 3.71 -0.17 4.66 0.052
C 1.71 -0.05 2.86 -0.129
Cl 0.62 0.28 4.15 0.050
C 1.20 -0.09 1.56 0.276
O -0.08 0.09 1.25 -0.671
C 2.05 -0.38 0.48 0.200
O 1.46 -0.45 -0.71 -0.646
C 3.40 -0.63 0.70 -0.100
Cl 4.39 -1.03 -0.66 0.048
C -0.50 -3.41 -1.96 -0.645
Te -0.64 -2.57 0.00 0.928
C -2.73 -2.90 -0.28 -0.673
C -2.79 -4.08 -1.22 0.034
C -3.90 -4.90 -1.29 -0.223
C -3.94 -5.96 -2.17 -0.196
C -2.85 -6.21 -3.00 -0.199
C -1.73 -5.40 -2.93 -0.182
C -1.69 -4.33 -2.05 -0.092
H 0.45 -3.93 -2.07 0.251
H -0.55 -2.58 -2.66 0.261
H -3.14 -1.99 -0.72 0.266
H -3.20 -3.09 0.68 0.247
H -4.75 -4.71 -0.64 0.218
H -4.81 -6.60 -2.22 0.222
H -2.87 -7.05 -3.69 0.222
H -0.87 -5.60 -3.57 0.219
O -0.72 0.07 -2.48 -0.827
Cl -1.76 1.05 -2.00 2.489
O -2.66 1.39 -3.02 -0.729
O -2.37 0.26 -0.90 -0.840
O -1.08 2.15 -1.39 -0.771
```

HOMO (spin up / spin down) (eV): -8.24 / -8.24
E (eV): -134456.5225
Energy relative to the best compared isomer or geometry (same formula, charge and spin) (kcal/mol): 0.0
LUMO level (spin up / spin down) (eV): -2.01 / -2.05
Orbital gap (spin up / spin down) (eV): 6.23 / 6.19

---

No. 3
ORCA calculation (wB97M-V/def2-TZVPD) on C14H8Cl5IN4SSn as an isolated structure.

Geometry as XYZ:
```
34
Properties=species:S:1:pos:R:3:nbo_charge:R:1
Sn 0.35 0.51 0.40 1.852
Cl -2.11 0.13 -1.94 0.104
C -0.50 0.08 -2.55 -0.059
C 0.53 0.20 -1.64 -0.509
C 1.85 0.16 -2.03 -0.062
Cl 3.00 0.32 -0.72 0.142
C 2.20 0.02 -3.36 -0.090
Cl 3.84 0.00 -3.83 0.146
C 1.16 -0.10 -4.30 -0.045
Cl 1.54 -0.28 -5.94 0.164
C -0.19 -0.06 -3.90 -0.083
Cl -1.44 -0.19 -5.04 0.148
I 0.94 6.34 -1.86 0.325
C 0.78 4.77 -0.54 -0.298
C 0.74 4.83 0.85 0.035
N 0.62 3.58 1.30 -0.302
N 0.59 2.69 0.29 -0.458
C 0.68 3.42 -0.84 0.004
H 0.78 5.67 1.52 0.272
H 0.55 3.29 2.27 0.441
H 0.68 2.94 -1.81 0.249
C -2.10 -3.99 4.11 -0.671
C -1.49 -3.18 3.03 0.357
C -1.24 -3.69 1.75 -0.283
C -0.69 -2.85 0.80 0.127
N -0.37 -1.58 1.11 -0.621
C -0.63 -1.20 2.38 0.308
S -0.14 0.50 2.69 -0.046
N -1.18 -1.90 3.32 -0.436
H -2.29 -5.01 3.79 0.244
H -3.03 -3.53 4.42 0.271
H -1.44 -3.99 4.98 0.271
H -1.48 -4.71 1.50 0.265
H -0.51 -3.17 -0.22 0.239
```

HOMO (eV): -14.66
E (eV): -107971.5819
Energy relative to the best compared isomer or geometry (same formula, charge and spin) (kcal/mol): 11.2
Net charge: +2
LUMO level (eV): -7.84
Orbital gap (eV): 6.81

---

No. 4
ORCA calculation (wB97M-V/def2-TZVPD) on C14H8F5O5PtS as an isolated structure.

Geometry as XYZ:
```
34
Properties=species:S:1:pos:R:3:nbo_charge:R:1
Pt -0.66 -0.04 0.41 1.199
O 1.10 0.95 4.18 -0.431
C 0.90 0.47 3.12 0.814
O -0.11 -0.02 2.58 -0.688
C 2.29 0.38 2.19 -0.317
C 2.34 -0.89 1.35 0.083
C 3.80 -1.04 0.86 -0.428
C 3.88 0.08 -0.20 -0.427
C 2.44 0.64 -0.15 0.066
O 1.67 -0.53 0.14 -0.525
C 2.36 1.46 1.14 -0.299
C 1.01 2.45 1.21 0.831
O 1.19 3.40 1.91 -0.437
O 0.08 2.02 0.51 -0.727
H 3.07 0.45 2.95 0.277
H 1.90 -1.79 1.79 0.238
H 4.52 -0.91 1.67 0.237
H 3.94 -2.02 0.42 0.242
H 4.62 0.84 0.04 0.235
H 4.10 -0.31 -1.19 0.242
H 2.09 1.12 -1.06 0.239
H 3.17 2.17 1.27 0.275
F -6.00 0.20 -3.90 -0.233
C -5.13 -0.25 -3.02 0.368
C -4.95 -1.62 -2.84 0.312
F -5.67 -2.48 -3.54 -0.258
C -4.00 -2.09 -1.93 0.377
F -3.83 -3.39 -1.78 -0.255
C -3.18 -1.20 -1.20 -0.337
S -1.96 -1.87 -0.16 0.236
C -3.41 0.17 -1.39 0.343
F -2.66 1.06 -0.71 -0.292
C -4.36 0.65 -2.27 0.290
F -4.53 1.96 -2.41 -0.249
```

HOMO (spin up / spin down) (eV): -13.05 / -12.59
E (eV): -52541.8042
2S+1: 5
Energy relative to the best compared isomer or geometry (same formula, charge and spin) (kcal/mol): 12.5
Net charge: +1
LUMO level (spin up / spin down) (eV): -3.46 / -7.49
Orbital gap (spin up / spin down) (eV): 9.59 / 5.10

---

No. 5
ORCA calculation (wB97M-V/def2-TZVPD) on C14H9Cl3NO4SiTc as an isolated structure.

Geometry as XYZ:
```
33
Properties=species:S:1:pos:R:3:nbo_charge:R:1
Tc 0.47 -1.72 0.26 0.763
O 2.09 -0.72 0.00 -0.586
C 2.40 0.11 -0.94 0.429
C 1.53 0.50 -1.94 -0.307
C 2.01 1.48 -2.86 -0.062
C 1.20 1.86 -3.87 -0.007
C -0.08 1.33 -4.04 -0.048
C -0.56 0.37 -3.17 -0.278
C 0.24 -0.07 -2.12 0.484
O -0.26 -1.07 -1.38 -0.654
N 1.69 2.88 -4.83 0.529
O 0.88 3.28 -5.64 -0.322
O 2.80 3.31 -4.65 -0.333
H 3.43 0.47 -0.89 0.234
H 3.00 1.92 -2.76 0.279
H -0.69 1.69 -4.85 0.286
H -1.54 -0.06 -3.29 0.262
Cl -1.44 -3.39 -0.14 -0.123
Si 0.28 -4.10 0.69 1.184
Cl 1.55 -4.87 -0.66 -0.213
Cl 0.00 -5.13 2.35 -0.195
C -0.35 -1.04 1.61 0.334
C -0.98 -0.44 2.68 -0.218
C -1.22 -1.19 3.86 -0.105
C -1.83 -0.57 4.92 -0.210
C -2.20 0.78 4.80 -0.053
C -1.97 1.52 3.64 -0.208
C -1.36 0.92 2.57 -0.109
H -0.92 -2.23 3.92 0.236
H -2.03 -1.11 5.83 0.260
H -2.68 1.26 5.64 0.254
H -2.27 2.56 3.59 0.259
H -1.17 1.47 1.66 0.237
```

HOMO (eV): -15.95
E (eV): -71969.4600
Energy relative to the best compared isomer or geometry (same formula, charge and spin) (kcal/mol): 0.0
Net charge: +2
LUMO level (eV): -9.57
Orbital gap (eV): 6.38

---

No. 6
ORCA calculation (wB97M-V/def2-TZVPD) on C14H9N5PtS2 as an isolated structure.

Geometry as XYZ:
```
31
Properties=species:S:1:pos:R:3:nbo_charge:R:1
Pt -4.67 5.61 -11.84 0.957
S -5.26 7.75 -12.02 0.337
C -6.47 7.21 -13.22 -0.308
S -7.13 5.66 -13.15 0.394
C -6.80 7.98 -14.38 -0.192
C -7.46 9.23 -14.34 0.189
N -7.95 10.28 -14.41 -0.052
C -6.58 7.50 -15.67 0.207
N -6.35 7.23 -16.78 -0.119
N -3.68 2.76 -12.70 -0.574
C -4.28 2.79 -11.40 0.406
C -4.40 1.57 -10.71 -0.236
C -5.07 1.57 -9.51 -0.080
C -5.66 2.76 -9.06 -0.223
C -5.38 3.95 -9.69 0.044
N -4.68 3.93 -10.85 -0.575
C -3.67 3.67 -13.76 0.403
C -3.38 3.10 -15.01 -0.250
C -3.58 3.86 -16.15 -0.077
C -3.96 5.24 -16.04 -0.235
C -3.97 5.79 -14.78 0.035
N -3.90 4.99 -13.63 -0.558
H -3.26 1.81 -12.93 0.448
H -3.90 0.69 -11.15 0.254
H -5.16 0.67 -8.94 0.265
H -6.26 2.69 -8.17 0.269
H -5.66 4.95 -9.34 0.242
H -2.94 2.10 -15.06 0.254
H -3.45 3.39 -17.14 0.269
H -4.19 5.81 -16.97 0.287
H -4.19 6.85 -14.59 0.219
```

HOMO (spin up / spin down) (eV): -15.68 / -15.65
E (eV): -47009.7703
2S+1: 5
Net charge: +2
LUMO level (spin up / spin down) (eV): -8.79 / -10.95
Orbital gap (spin up / spin down) (eV): 6.89 / 4.70

---

No. 7
ORCA calculation (wB97M-V/def2-TZVPD) on C15H10BLi4N2O11 as an isolated structure.

Geometry as XYZ:
```
43
Properties=species:S:1:pos:R:3:nbo_charge:R:1
Li 0.98 0.59 2.13 0.885
Li 0.67 1.52 -2.52 0.952
Li 1.68 3.24 -0.29 0.983
Li -2.07 -0.66 -0.95 0.961
C -0.09 0.77 -0.08 0.939
O -0.67 0.94 -1.21 -0.937
O -0.49 -0.16 0.66 -0.835
O 0.83 1.61 0.24 -1.045
O -0.75 1.28 -3.86 -0.713
C -1.35 0.55 -4.61 0.725
O -1.10 0.41 -5.88 -0.590
B -1.96 -0.67 -6.41 1.153
O -2.74 -1.18 -5.23 -0.573
C -2.35 -0.55 -4.18 0.718
O -2.73 -0.66 -3.03 -0.678
O -1.13 -1.73 -7.03 -0.657
C -1.38 -1.78 -8.31 0.670
O -0.81 -2.46 -9.12 -0.521
C -2.57 -0.86 -8.61 0.671
O -2.87 -0.18 -7.47 -0.674
O -3.08 -0.68 -9.66 -0.499
N -0.19 1.33 3.52 -0.531
C -1.04 2.32 3.18 0.038
C -1.73 3.12 4.07 -0.251
C -1.48 2.94 5.43 -0.131
C -0.60 1.94 5.82 -0.249
C 0.00 1.17 4.83 0.047
H -1.04 2.51 2.11 0.195
H -2.43 3.86 3.71 0.237
H -1.95 3.57 6.18 0.233
H -0.50 1.83 6.89 0.240
H 0.70 0.43 5.22 0.203
N 2.36 -0.83 2.81 -0.534
C 2.16 -1.92 2.07 0.037
C 2.79 -3.14 2.29 -0.244
C 3.67 -3.23 3.36 -0.131
C 3.80 -2.13 4.22 -0.245
C 3.20 -0.94 3.86 0.033
H 1.61 -1.79 1.15 0.206
H 2.64 -3.96 1.61 0.237
H 4.26 -4.11 3.58 0.235
H 4.45 -2.27 5.07 0.239
H 3.30 -0.03 4.44 0.201
```

HOMO (eV): -10.92
E (eV): -42722.7999
Net charge: +1
LUMO level (eV): -5.01
Orbital gap (eV): 5.92

---

No. 8
ORCA calculation (wB97M-V/def2-TZVPD) on C15H10InN4O11S3 as an isolated structure.

Geometry as XYZ:
```
44
Properties=species:S:1:pos:R:3:nbo_charge:R:1
In 0.65 -0.57 -0.45 2.040
O 2.51 -2.34 -3.18 -0.931
S 1.28 -1.66 -2.87 2.556
O 0.30 -1.59 -3.92 -0.954
O 0.64 -2.31 -1.59 -1.079
O 1.59 -0.25 -2.30 -1.067
C 3.25 -3.57 -1.60 -0.738
C 3.05 -3.48 -0.12 0.164
N 2.43 -2.52 0.49 -0.485
C 2.37 -2.74 1.85 0.086
C 2.96 -3.87 2.30 -0.445
S 3.61 -4.72 0.96 0.394
C 1.65 -1.72 2.60 0.129
C 1.84 -1.28 3.86 -0.449
S 0.73 -0.02 4.21 0.477
C 0.08 -0.17 2.64 0.093
N 0.64 -1.10 1.92 -0.509
C -0.92 0.79 2.07 -0.003
H 2.83 -2.68 -2.08 0.317
H 2.75 -4.45 -2.00 0.218
H 4.31 -3.65 -1.83 0.207
H 3.00 -4.25 3.31 0.235
H 2.58 -1.61 4.57 0.246
H -2.26 1.10 3.46 0.475
H -1.67 0.22 1.53 0.222
H 0.08 2.62 1.68 0.179
O -1.51 1.58 3.09 -0.710
C -0.20 1.76 1.06 0.105
O 0.95 1.21 0.49 -0.908
C -1.22 2.20 0.04 -0.140
C -1.59 3.52 -0.08 -0.137
C -2.53 3.89 -1.03 -0.055
C -3.11 2.97 -1.86 -0.136
C -2.76 1.64 -1.73 -0.089
C -1.78 1.20 -0.81 0.475
O -1.41 -0.04 -0.72 -0.809
N -3.49 0.69 -2.59 0.540
O -3.91 1.11 -3.64 -0.406
O -3.67 -0.43 -2.17 -0.351
N -2.92 5.29 -1.15 0.541
O -2.36 6.10 -0.43 -0.406
O -3.77 5.59 -1.97 -0.402
H -1.15 4.27 0.57 0.241
H -3.84 3.26 -2.60 0.269
```

HOMO (eV): -5.86
E (eV): -81876.4164
Energy relative to the best compared isomer or geometry (same formula, charge and spin) (kcal/mol): 97.8
Net charge: -1
LUMO level (eV): 1.88
Orbital gap (eV): 7.74